(1)
The following is a DFT calculation (ωB97M-V/def2-TZVPD) of a 5-piece molecular cluster, C34H61B2BrF2N3O22S4Si overall.

The geometry in XYZ format:
```
130
Properties=species:S:1:pos:R:3:lowdin_charge:R:1
C 7.78490 -1.18820 2.21936 -0.10
C 7.90145 0.33621 1.71643 -0.13
B 7.10334 0.53245 0.33107 -0.36
O 7.82480 0.89636 -0.81248 0.14
C 5.50041 0.24410 0.35956 -0.09
N 4.71025 1.09854 1.30333 0.12
C 3.28476 1.35657 0.85453 -0.05
B 2.57255 2.11634 2.09448 -0.48
N 1.49838 3.11358 1.89327 0.18
O 2.95875 1.97348 3.47282 0.09
C 2.57930 0.08937 0.20349 -0.21
C 2.63660 -1.25563 1.01694 -0.07
C 2.46488 -1.26924 2.57470 -0.06
C 0.98351 -1.51228 3.09389 -0.48
O 0.49497 -2.55715 2.76443 0.10
O 0.31750 -0.61950 3.91017 0.10
C 1.15887 0.56093 -0.28312 -0.34
F 0.69012 -0.10722 -1.42975 0.05
F 1.16435 1.90084 -0.76274 0.03
C -0.04917 0.43950 0.70186 -0.11
C -0.92883 -0.89789 0.50990 -0.21
Si -2.59559 -0.57070 -0.38613 0.58
C -3.67405 -2.11930 0.00233 -0.18
C -2.35606 -0.57832 -2.28144 -0.17
C -3.53190 0.93934 0.26334 -0.26
C -4.40591 0.95361 1.44486 -0.08
C -5.10166 2.17277 1.80914 -0.07
C -4.99342 3.41952 1.03639 -0.05
C -4.10611 3.40272 -0.11588 -0.08
C -3.38690 2.19225 -0.51068 -0.09
N 3.35714 -0.13895 -1.06927 -0.08
C 3.23058 -1.44449 -1.71117 -0.25
C 3.37308 -1.33929 -3.30150 -0.67
C 2.48490 -0.20210 -3.93287 -0.16
Br 2.81593 -3.03542 -4.17255 0.71
C 4.79267 0.20654 -1.03319 -0.20
C 5.02669 1.45106 -1.97230 -0.10
O 5.42148 2.67788 -1.32141 -0.08
C 4.96042 3.82888 -1.97873 -0.47
C 3.92609 4.69941 -1.16536 0.03
O 5.35255 4.14560 -3.05661 0.17
H 8.72832 -1.56284 2.68119 0.08
H 6.98574 -1.26631 3.01426 0.08
H 7.47710 -1.89178 1.40449 0.07
H 8.98414 0.58004 1.57824 0.11
H 7.40032 0.96015 2.50704 0.10
H 7.95935 1.85727 -0.88935 0.13
H 5.43614 -0.80668 0.77711 0.15
H 5.21953 1.98474 1.43869 0.19
H 4.73718 0.63194 2.22597 0.17
H 3.38835 2.19182 0.09820 0.15
H 0.56993 2.70639 2.00636 0.09
H 1.60908 3.60442 1.00674 0.07
H 3.86323 2.31892 3.60306 0.11
H 1.82761 -1.92070 0.59501 0.13
H 3.57886 -1.85215 0.85314 0.13
H 2.96241 -2.21382 2.95192 0.14
H 3.00149 -0.46875 3.15241 0.10
H 1.02234 -0.17622 4.42957 0.13
H -0.76594 1.26142 0.39472 0.11
H 0.16680 0.64251 1.77873 0.10
H -0.34563 -1.75224 0.09043 0.08
H -1.22869 -1.18376 1.56216 0.07
H -3.19516 -3.06918 -0.36610 0.04
H -4.71651 -2.01527 -0.39856 0.02
H -3.75940 -2.17617 1.13072 0.03
H -1.64252 0.26384 -2.51761 0.02
H -3.35450 -0.38295 -2.74518 0.03
H -1.91564 -1.55684 -2.62507 0.05
H -4.53142 0.01783 2.03532 0.10
H -5.78186 2.16624 2.69628 0.10
H -5.57375 4.32647 1.33425 0.07
H -4.00700 4.33297 -0.73121 0.10
H -2.74176 2.23315 -1.42094 0.09
H 2.23452 -1.95899 -1.58529 0.12
H 3.96046 -2.24066 -1.35823 0.13
H 4.43963 -1.10704 -3.55455 0.08
H 1.52013 -0.59649 -4.35401 0.07
H 3.03527 0.25190 -4.80765 0.09
H 2.22752 0.63305 -3.23824 0.05
H 5.34403 -0.61928 -1.57486 0.16
H 4.06269 1.64505 -2.52513 0.13
H 5.77650 1.22605 -2.78587 0.15
H 2.89862 4.29507 -1.34207 0.09
H 4.18855 4.57546 -0.07558 0.08
H 4.04230 5.77171 -1.43957 0.10
C -0.73905 -5.54665 4.33930 -0.17
C -1.26582 -4.19021 4.76525 -0.19
O -2.50902 -4.46603 5.41450 -0.19
S -2.41641 -5.90261 6.14899 0.63
O -2.10496 -5.68734 7.52001 -0.22
O -3.51848 -6.69359 5.72760 -0.21
O -1.08173 -6.43284 5.40691 -0.19
H -1.23674 -5.89708 3.43158 0.14
H 0.33812 -5.53995 4.18099 0.13
H -1.41235 -3.51895 3.92322 0.11
H -0.60084 -3.71847 5.49449 0.13
C -8.35552 -1.81160 -1.41812 -0.17
C -8.90000 -0.52886 -0.81942 -0.17
O -7.80524 0.38974 -0.86466 -0.19
S -6.89624 0.06776 -2.15878 0.63
O -7.27285 0.95203 -3.20581 -0.21
O -5.54681 -0.08407 -1.73162 -0.24
O -7.50349 -1.39218 -2.48700 -0.18
H -7.74861 -2.36043 -0.69330 0.13
H -9.14526 -2.46041 -1.79306 0.14
H -9.24826 -0.66191 0.20302 0.14
H -9.71030 -0.11999 -1.42858 0.14
C -5.83595 9.15651 2.86049 -0.17
C -4.71666 8.15178 3.05613 -0.17
O -5.34200 7.02079 3.66637 -0.19
S -6.86166 6.90188 3.13009 0.63
O -6.89079 5.95224 2.06866 -0.24
O -7.72882 6.82312 4.25102 -0.21
O -6.97497 8.37790 2.48692 -0.18
H -6.06916 9.67642 3.79289 0.14
H -5.60427 9.88726 2.08739 0.14
H -3.91766 8.53616 3.68721 0.14
H -4.30002 7.83182 2.09714 0.13
C 1.06166 -6.44196 -8.42120 -0.17
C 1.98949 -6.67820 -7.24506 -0.17
O 1.54717 -5.76393 -6.23818 -0.22
S -0.05391 -5.56392 -6.37253 0.61
O -0.69139 -6.42128 -5.43423 -0.22
O -0.32677 -4.17118 -6.45207 -0.23
O -0.22414 -6.21004 -7.84193 -0.18
H 1.35020 -5.54836 -8.98029 0.13
H 1.02623 -7.29513 -9.09656 0.14
H 3.03327 -6.49820 -7.49527 0.14
H 1.87997 -7.69256 -6.85257 0.13
```

Calculated values
- charge = +1
- gap between HOMO and LUMO (eV) = 6.855
- HOMO energy (eV) = -10.4
- max |F| (eV/A) = 2.98
- multiplicity = 1
- lowest unoccupied orbital energy (eV) = -3.541
- calculated total energy (eV) = -213802.197

=====

(2)
The following is a DFT calculation (ωB97M-V/def2-TZVPD) of the molecule C12H24N4O3.

The geometry in XYZ format:
```
43
Properties=species:S:1:pos:R:3:nbo_charge:R:1
C -0.73494 -3.67422 -2.18604 -0.42
N -0.45287 -2.18971 -2.11659 -0.58
C -0.52797 -1.36769 -1.07498 0.65
O -0.92386 -1.72078 0.10194 -0.68
C 0.10524 0.04358 -1.04345 -0.10
C -0.97249 1.13364 -0.75305 -0.40
C -1.95824 1.43175 -1.92266 -0.40
C -2.99358 2.57165 -1.61450 -0.41
C -4.18572 2.02307 -0.77268 -0.22
N -3.95350 2.07552 0.72559 -0.88
N 1.06177 0.11172 0.06460 -0.59
C 2.07360 0.97233 0.28416 0.67
O 2.17872 1.96826 -0.45456 -0.66
C 3.03043 0.61646 1.46061 -0.12
C 3.04118 1.79718 2.46391 -0.60
N 2.64892 -0.63311 2.07232 -0.62
C 2.93937 -1.87851 1.62291 0.65
C 2.59760 -3.04020 2.43437 -0.71
O 3.39493 -1.91914 0.47071 -0.63
H -1.49376 -4.04463 -1.47512 0.23
H 0.26907 -4.07326 -1.74690 0.21
H -0.95118 -4.06569 -3.11814 0.21
H -0.25163 -1.72740 -2.94448 0.39
H 0.61584 0.23873 -1.98439 0.21
H -1.54404 1.16093 0.15981 0.21
H -0.38716 2.07202 -0.59301 0.23
H -2.54147 0.61980 -2.20447 0.19
H -1.35782 1.73595 -2.69919 0.20
H -2.46522 3.44458 -1.22847 0.21
H -3.49759 2.83993 -2.57777 0.20
H -4.41514 0.97313 -1.15725 0.19
H -5.14458 2.61105 -1.05851 0.19
H -3.69325 2.97043 1.17975 0.37
H -3.26850 1.31381 0.98959 0.36
H 1.02979 -0.70141 0.60658 0.41
H 4.03960 0.51212 1.04171 0.24
H 3.43681 2.68294 2.02943 0.24
H 2.08478 2.01332 2.90592 0.20
H 3.66993 1.67340 3.21041 0.21
H 2.06979 -0.47503 2.84914 0.39
H 2.64262 -3.89508 1.82948 0.25
H 3.25787 -3.29144 3.33526 0.25
H 1.52665 -2.91002 2.88802 0.23
```

Calculated values
- gap between HOMO and LUMO (eV) = 9.445
- HOMO energy (eV) = -8.8
- max |F| (eV/A) = 5.93
- multiplicity = 1
- energy relative to the best compared isomer or geometry (same formula, charge and spin) (kJ/mol) = 234.2
- lowest unoccupied orbital energy (eV) = 0.670
- calculated total energy (eV) = -24935.349

=====

(3)
The following is a DFT calculation (ωB97M-V/def2-TZVPD) of the molecule C5H11NO.

The geometry in XYZ format:
```
18
Properties=species:S:1:pos:R:3:nbo_charge:R:1
C 0.67303 -0.57961 -2.27264 -0.61
C -0.09322 -1.14706 -1.08789 -0.50
C -0.90350 -0.06941 -0.37078 0.69
O -2.01404 0.33885 -0.61966 -0.60
N -0.29428 0.40640 0.81151 -0.47
C -1.13201 0.80702 1.95876 -0.40
C 1.16732 0.54592 1.08117 -0.40
H 1.39038 0.20332 -2.01693 0.21
H 1.11836 -1.45032 -2.79250 0.21
H -0.10876 -0.16705 -2.91804 0.22
H 0.53337 -1.64967 -0.34450 0.21
H -0.86123 -1.83738 -1.41735 0.24
H -2.00052 0.16611 2.07254 0.21
H -0.48426 0.84667 2.80751 0.19
H -1.48641 1.89028 1.72781 0.19
H 1.41635 0.16587 2.07417 0.19
H 1.49565 -0.04568 0.24787 0.20
H 1.58377 1.57573 1.05894 0.19
```

Calculated values
- gap between HOMO and LUMO (eV) = 9.695
- HOMO energy (eV) = -8.8
- max |F| (eV/A) = 3.69
- multiplicity = 1
- energy relative to the best compared isomer or geometry (same formula, charge and spin) (kJ/mol) = 131.8
- lowest unoccupied orbital energy (eV) = 0.901
- calculated total energy (eV) = -8900.332

=====

Question: What is the HOMO energy in the third record?
Answer: -8.8 eV

=====

Question: Which of these has the lowest lowest unoccupied orbital energy?
Answer: C34H61B2BrF2N3O22S4Si